Run P
{"formula": "C3H5ClN2S", "method": "wB97M-V/def2-TZVPD", "symbols": ["C", "C", "C", "N", "N", "S", "Cl", "H", "H", "H", "H", "H"], "coordinates": [[0.74, 1.78, -0.52], [-0.10, -0.35, -0.26], [-1.33, -0.77, 0.54], [-0.18, 1.00, -0.79], [0.98, -0.79, 0.44], [2.16, 1.59, 0.40], [1.79, -2.02, -0.22], [0.64, 2.81, -0.77], [-0.13, -0.88, -1.23], [-2.16, -0.36, 0.13], [-1.17, -0.23, 1.52], [-1.24, -1.77, 0.75]], "multiplicity": 1, "e_lumo_ev": [-1.42, -1.97], "homo_ha": [-0.33958, -0.33209], "orbital_gap_ev": [7.82, 7.07], "molar_mass_g_mol": 136.607}

Run Q
{"formula": "C3H5ClN2S", "method": "wB97M-V/def2-TZVPD", "symbols": ["C", "C", "C", "H", "H", "H", "H", "H", "N", "N", "S", "Cl"], "coordinates": [[1.21, 0.36, -0.16], [-0.02, 0.73, 0.22], [-0.72, -0.47, 0.68], [1.29, -1.67, -0.43], [2.83, -0.92, -0.53], [1.81, 1.25, -0.52], [-0.05, -1.40, 1.15], [-2.53, 1.25, -0.62], [1.83, -0.81, -0.23], [-1.93, -0.90, 0.51], [-3.22, 0.13, -0.26], [-0.49, 2.46, 0.18]], "multiplicity": 1, "smiles": "N/C=C(Cl)\\C=N/S", "e_lumo_ev": 0.48, "homo_ha": -0.30565, "orbital_gap_ev": 8.80, "molar_mass_g_mol": 136.607}

We find run Q to be the most stable, with the next structure 0.0761 hartree higher.

Run P
{"formula": "C3H11NOS2", "method": "wB97M-V/def2-TZVPD", "symbols": ["S", "S", "C", "C", "C", "N", "H", "H", "H", "H", "H", "H", "H", "H", "H", "H", "H", "O"], "coordinates": [[3.54, -0.16, -0.51], [2.04, 0.82, 0.47], [0.63, 0.17, -0.56], [-0.75, 0.28, 0.13], [-1.05, 1.70, 0.61], [-0.96, 1.79, 2.09], [3.96, -0.91, 0.51], [0.85, -0.90, -0.57], [0.67, 0.64, -1.54], [-0.58, -0.34, 1.02], [-1.47, -0.20, -0.52], [-2.08, 1.90, 0.33], [-0.40, 2.47, 0.20], [-0.73, 2.74, 2.35], [-0.16, 1.26, 2.43], [-1.21, -3.28, -2.74], [-1.52, -4.24, -1.68], [-0.77, -3.74, -2.02]], "multiplicity": 1, "smiles": "NCCCSS.O", "e_lumo_ev": 0.65, "homo_ha": -0.31911, "orbital_gap_ev": 9.33, "molar_mass_g_mol": 141.261}

Run Q
{"formula": "C3H11NOS2", "method": "wB97M-V/def2-TZVPD", "symbols": ["S", "S", "C", "C", "N", "C", "H", "H", "H", "H", "H", "H", "H", "H", "H", "H", "H", "O"], "coordinates": [[0.66, -0.23, 2.88], [-0.28, -1.21, 1.25], [0.54, -0.47, -0.16], [0.13, -1.02, -1.53], [-1.42, -1.23, -1.78], [-2.35, -0.16, -1.40], [0.00, 0.92, 2.56], [1.68, -0.59, -0.07], [0.31, 0.52, -0.29], [0.50, -0.24, -2.18], [0.68, -1.98, -1.64], [-1.53, -1.39, -2.79], [-3.19, -0.18, -2.21], [-2.67, -0.41, -0.37], [-1.94, 0.90, -1.31], [2.11, 2.14, 3.07], [3.75, 2.39, 3.26], [3.01, 2.25, 2.70]], "multiplicity": 1, "smiles": "CNCCSS.O", "e_lumo_ev": 0.29, "homo_ha": -0.32751, "orbital_gap_ev": 9.20, "molar_mass_g_mol": 141.261}

Run R
{"formula": "C3H11NOS2", "method": "wB97M-V/def2-TZVPD", "symbols": ["S", "S", "C", "C", "N", "C", "H", "H", "H", "H", "H", "H", "H", "H", "H", "H", "H", "O"], "coordinates": [[0.37, 2.03, -1.78], [0.12, -0.03, -1.65], [0.07, -0.47, 0.13], [0.61, 0.42, 1.22], [0.07, 0.15, 2.59], [-1.40, 0.41, 2.69], [1.25, 1.92, -0.79], [-0.97, -0.77, 0.43], [0.56, -1.42, -0.04], [0.40, 1.47, 1.09], [1.66, 0.17, 1.48], [0.01, -0.85, 2.69], [-1.63, 1.32, 3.42], [-1.93, -0.26, 3.36], [-1.91, 0.45, 1.73], [-0.12, -4.34, 0.57], [-1.05, -3.53, -0.24], [-0.11, -3.59, -0.04]], "multiplicity": 1, "smiles": "CNCCSS.O", "e_lumo_ev": 0.36, "homo_ha": -0.30101, "orbital_gap_ev": 8.55, "molar_mass_g_mol": 141.261}

Run S
{"formula": "C3H11NOS2", "method": "wB97M-V/def2-TZVPD", "symbols": ["N", "C", "C", "C", "S", "S", "H", "H", "H", "H", "H", "H", "H", "H", "H", "H", "H", "O"], "coordinates": [[-0.88, 0.81, -0.81], [-0.16, 0.42, 0.45], [-0.02, 1.62, 1.41], [1.26, 0.07, -0.15], [2.33, -1.11, 0.74], [1.12, -2.82, 0.71], [-1.81, 0.42, -0.77], [-0.81, 1.79, -1.01], [-0.53, -0.52, 0.88], [0.59, 2.51, 1.19], [-1.06, 1.80, 1.66], [0.60, 1.24, 2.24], [1.20, -0.18, -1.20], [1.82, 1.02, 0.01], [0.58, -2.62, 1.92], [-1.01, -1.42, -1.71], [-1.47, -1.52, -3.25], [-1.75, -1.49, -2.32]], "multiplicity": 1, "smiles": "C[C@@H](N)CSS.O", "e_lumo_ev": 0.48, "homo_ha": -0.33087, "orbital_gap_ev": 9.48, "molar_mass_g_mol": 141.261}

We find run P to be the most stable, with the next structure 0.0091 hartree higher.

Run P
{"formula": "C3H11NOS2", "method": "wB97M-V/def2-TZVPD", "symbols": ["N", "C", "C", "S", "S", "C", "H", "H", "H", "H", "H", "H", "H", "H", "H", "H", "H", "O"], "coordinates": [[-2.05, -0.30, 0.60], [-1.70, 0.51, -0.49], [-0.62, -0.04, -1.47], [1.07, -0.53, -0.86], [1.49, 0.48, 0.76], [2.20, 2.13, 0.27], [-2.83, -0.84, 0.36], [-1.30, -0.94, 0.85], [-2.51, 0.73, -1.22], [-1.24, 1.44, -0.11], [-1.02, -0.80, -2.14], [-0.45, 0.78, -2.07], [1.47, 3.00, 0.22], [2.98, 2.16, 1.10], [2.77, 2.06, -0.64], [0.55, -2.76, 2.22], [0.98, -3.70, 1.10], [0.22, -3.36, 1.53]], "multiplicity": 1, "smiles": "CSSCCN.O", "e_lumo_ev": 0.66, "homo_ha": -0.32140, "orbital_gap_ev": 9.41, "molar_mass_g_mol": 141.261}

Run Q
{"formula": "C3H11NOS2", "method": "wB97M-V/def2-TZVPD", "symbols": ["S", "S", "C", "C", "N", "C", "H", "H", "H", "H", "H", "H", "H", "H", "H", "H", "H", "O"], "coordinates": [[3.31, 0.28, -0.49], [2.12, -0.20, 1.15], [0.90, -1.40, 0.57], [-0.37, -0.95, -0.09], [-1.14, -0.05, 0.70], [-2.32, 0.57, 0.18], [4.07, -0.83, -0.38], [0.60, -1.98, 1.57], [1.50, -2.24, 0.07], [-0.14, -0.45, -1.04], [-0.98, -1.89, -0.33], [-0.82, 0.52, 1.50], [-2.98, 0.77, 0.95], [-2.19, 1.57, -0.48], [-2.86, -0.11, -0.48], [0.54, 2.63, -1.77], [0.40, 1.39, -0.80], [0.33, 2.37, -0.85]], "multiplicity": 1, "smiles": "CNCCSS.O", "e_lumo_ev": 0.47, "homo_ha": -0.30905, "orbital_gap_ev": 8.88, "molar_mass_g_mol": 141.261}

We find run P to be the most stable, with the next structure 0.0151 hartree higher.